ORCA calculation (the ωB97M-V functional and the def2-TZVPD basis) on a molecular structure, C33H39AsGeN9PPdSe in a non-equilibrium geometry.

Geometry as XYZ:
```
86
Properties=species:S:1:pos:R:3:forces:R:3:mulliken_spin:R:1
Pd -2.02006 -0.44227 1.00384 -0.248 1.615 1.259 1.151
N -4.84513 -2.26497 -0.37134 1.773 0.122 -0.547 0.349
C -4.87804 -0.91473 -0.38722 0.239 -0.494 0.167 0.006
N -5.78424 -0.17690 -1.03317 0.699 1.815 0.834 0.117
N -5.42217 1.09079 -0.74159 0.990 -1.491 0.667 0.015
N -4.31270 1.09879 0.05772 -0.987 -2.233 -1.051 0.169
N -3.93894 -0.21874 0.26611 -2.017 4.291 -0.774 0.227
C -3.70468 -2.87802 0.12676 -0.842 0.280 0.455 0.025
N -3.47676 -4.18264 0.02006 1.393 0.437 1.027 0.088
N -2.40841 -4.37162 0.80031 -0.157 0.235 0.751 0.018
N -2.02796 -3.23150 1.44195 -1.619 -0.882 -2.767 0.144
N -2.81996 -2.25828 0.95098 0.207 -3.242 0.772 0.200
H -5.38218 -2.74733 -1.08178 -0.298 -0.330 0.183 -0.014
C -3.20076 -0.06778 6.91074 -0.024 0.795 0.433 0.008
Ge -1.87333 -1.25818 6.15168 -0.021 -0.878 0.398 0.030
C -2.34465 -3.14236 6.55055 0.079 -0.248 -1.402 0.006
C -0.15454 -0.64462 6.83764 0.637 -1.722 0.064 0.009
C -1.67160 -1.05763 4.12186 -1.568 -1.117 0.166 0.014
Se -3.05662 0.16712 3.48073 1.405 0.068 -0.662 0.460
C -2.02773 1.85289 3.82829 -0.876 -0.607 0.760 -0.011
H -2.94952 0.11746 7.97860 0.082 -0.087 -0.714 0.000
H -4.25204 -0.32575 6.91275 -0.126 -0.423 -0.299 0.002
H -3.11721 0.88310 6.37422 -0.047 0.123 0.331 -0.006
H -2.24959 -3.36438 7.59362 0.214 0.043 0.686 0.001
H -1.71385 -3.86554 5.98436 -0.313 0.551 0.399 0.000
H -3.39169 -3.36999 6.28500 0.373 0.304 -0.011 0.000
H 0.42412 -0.17518 6.06726 0.440 0.055 -0.625 0.000
H 0.42933 -1.52054 7.24186 -0.503 0.945 -0.409 0.001
H -0.23217 0.09315 7.59661 -0.365 0.504 0.918 0.000
H -1.77951 -2.05110 3.61678 -0.260 0.796 0.439 0.002
H -0.71663 -0.68897 3.84557 0.924 0.628 -0.152 0.005
H -2.47224 2.26016 4.75180 0.237 -0.043 -0.445 0.016
H -2.21248 2.52621 3.00680 0.059 0.158 -0.226 0.011
H -0.97646 1.63016 4.00425 -0.118 -0.083 -0.240 -0.004
C 0.39559 1.06219 -0.63879 -0.594 0.887 -1.031 0.021
C 1.56227 1.27030 -1.59349 0.761 -0.292 0.116 0.117
As 1.57981 3.19583 -2.18733 0.832 -1.793 -2.139 0.235
C 3.35354 2.89898 -2.95520 -0.252 0.683 -0.042 0.204
C 3.64492 3.20778 -4.30995 1.641 0.693 -0.622 0.075
C 4.99383 3.31774 -4.72059 -1.905 -0.407 -1.947 -0.014
C 6.02457 2.98425 -3.87257 0.608 -0.239 -0.331 0.191
C 5.75173 2.56191 -2.58113 0.033 0.042 1.051 -0.012
C 4.46549 2.55927 -2.10706 -0.412 0.618 -0.078 0.077
C 0.43076 3.08498 -3.81525 0.224 1.018 0.495 0.086
C 0.59560 2.20151 -4.88133 1.207 -0.479 0.077 -0.001
C -0.14735 2.31721 -6.05222 -0.156 0.156 0.275 0.003
C -1.03824 3.36711 -6.20021 -0.546 0.511 0.402 0.003
C -1.17876 4.28059 -5.13401 0.578 -1.474 -0.131 0.001
C -0.48200 4.13497 -3.93152 -0.286 0.052 -0.470 0.002
P 0.04855 -0.62146 -0.04689 0.674 0.371 0.719 -0.032
C 0.07525 -1.62393 -1.49652 -0.342 -1.029 -2.077 -0.032
C 1.22240 -2.35087 -1.92600 -0.637 -0.085 -0.321 -0.006
C 1.11155 -3.24925 -3.00183 -0.616 0.861 -0.383 0.002
C -0.04380 -3.29299 -3.80665 0.859 0.093 0.864 0.002
C -1.12252 -2.52762 -3.42826 -0.143 0.679 0.630 0.001
C -1.10715 -1.70574 -2.29791 0.919 -0.272 0.402 -0.001
C 1.53442 -1.07932 0.88304 0.773 0.183 0.929 -0.025
C 2.35739 -0.07650 1.47628 -0.223 -0.717 -0.896 0.000
C 3.64549 -0.41809 1.92632 -0.699 -0.237 0.910 -0.004
C 4.08240 -1.75320 1.93521 0.075 0.005 -1.384 0.008
C 3.23928 -2.71994 1.34655 0.713 -0.267 0.626 -0.004
C 1.94340 -2.42750 0.94218 0.494 1.197 -0.308 0.002
H -0.53482 1.36942 -1.18421 0.500 -0.312 0.431 0.035
H 0.46473 1.76374 0.19928 -0.004 -0.208 0.038 0.042
H 1.55885 0.63698 -2.53756 -0.189 0.831 1.189 0.000
H 2.56427 1.19942 -1.11862 -0.825 -0.474 -0.102 -0.005
H 2.88133 3.40912 -5.06063 0.017 0.011 0.444 -0.003
H 5.21631 3.51100 -5.80848 -0.310 0.045 1.403 0.003
H 7.04980 3.00575 -4.23514 -0.158 0.100 0.128 0.003
H 6.58869 2.34749 -1.92760 -0.165 -0.125 0.086 0.002
H 4.27641 2.44580 -1.05050 0.102 -0.309 0.140 -0.001
H 1.43076 1.48073 -4.85519 -0.709 0.092 0.087 0.001
H -0.04455 1.60189 -6.84949 0.228 -0.182 -0.085 0.001
H -1.66190 3.45556 -7.11914 0.665 0.063 0.875 0.000
H -1.87446 5.05141 -5.22482 -0.982 1.236 -0.144 0.000
H -0.65960 4.84271 -3.11027 0.133 -0.294 -0.440 -0.002
H 2.19496 -2.18644 -1.44144 -0.630 -0.377 -0.174 0.000
H 1.92032 -3.87701 -3.30885 0.641 -0.060 0.080 0.000
H -0.06242 -3.87506 -4.72492 -0.056 -0.097 0.346 0.000
H -2.02061 -2.55247 -3.98985 -0.672 -0.015 -0.615 0.000
H -2.00856 -1.10785 -2.08957 0.498 -0.328 0.210 -0.012
H 1.97928 0.96335 1.48201 0.597 -0.637 0.114 -0.002
H 4.25536 0.34981 2.38324 0.101 0.045 -0.104 0.000
H 5.13473 -2.03568 2.19415 -1.222 0.422 -0.053 0.000
H 3.65458 -3.71720 1.15424 -0.405 0.280 0.427 0.000
H 1.31852 -3.18144 0.50489 -0.104 -0.352 -0.006 0.001
```
Forces are in eV/Å.

Properties
Expectation value of S²: 6.05
Relative energy (zero: lowest compared OMol25 entry of this formula, charge and spin) in kcal/mol: 22.1
DFT total energy in hartree: -8956.22146
2S+1: 5
LUMO level (alpha / beta) in eV: -4.97 / -9.53
Total charge: +2